Record 1
Here is a structure of composition C28H21ClN4OPd from the OMol25 dataset. Energies are from ωB97M-V/def2-TZVPD.

Values from the calculation:
Calculated total energy   -1961.967850 a.u.
E_HOMO   -7.2 eV
Orbital gap   6.1554 eV

Geometry (Å):
Pd 0.107 1.240 -0.363
Cl 4.385 0.333 5.437
C 3.123 0.551 4.259
C 1.798 0.756 4.695
C 0.795 0.934 3.791
C 1.031 0.923 2.383
O 0.015 1.102 1.621
C 2.380 0.697 1.959
C 2.796 0.626 0.602
N 2.034 0.717 -0.438
C 2.533 0.649 -1.761
C 3.785 0.252 -2.149
C 4.143 0.239 -3.513
C 3.253 0.598 -4.484
C 1.942 0.982 -4.123
C 0.934 1.316 -5.059
C -0.318 1.629 -4.623
C -0.589 1.632 -3.240
N 0.333 1.349 -2.355
C 1.595 1.010 -2.764
C 3.401 0.524 2.931
H 1.589 0.774 5.757
H -0.226 1.097 4.111
H 3.864 0.483 0.447
H 4.515 -0.071 -1.420
H 5.143 -0.073 -3.784
H 3.530 0.575 -5.530
H 1.171 1.307 -6.116
H -1.113 1.876 -5.312
H -1.568 1.875 -2.846
H 4.420 0.362 2.598
C -1.747 -2.452 -0.506
N -1.688 -1.001 -0.652
C -2.792 -0.373 -0.548
C -2.896 1.068 -0.528
C -4.047 1.850 -0.569
C -3.631 3.189 -0.524
C -2.243 3.162 -0.443
N -1.801 1.887 -0.448
C -1.878 -2.873 0.941
C -1.058 -2.291 1.908
C -1.154 -2.676 3.234
C -2.074 -3.646 3.618
C -2.898 -4.222 2.665
C -2.800 -3.834 1.333
H -0.816 -2.859 -0.906
H -2.564 -2.887 -1.093
H -3.745 -0.913 -0.466
H -5.060 1.479 -0.622
H -4.253 4.070 -0.530
H -1.553 3.989 -0.368
H -0.363 -1.513 1.613
H -0.512 -2.215 3.975
H -2.150 -3.944 4.656
H -3.625 -4.971 2.955
H -3.451 -4.283 0.591

Mulliken atomic charge list, values in e, 5 entries: 0.8827 -0.2432 0.0722 -0.4992 -0.5216



Record 2
Here is a structure of composition C28H21F5IrN2O7S at a distorted geometry from the OMol25 dataset. Energies are from ωB97M-V/def2-TZVPD.

Values from the calculation:
Calculated total energy   -2717.613562 a.u.
Charge   -1
ΔE to the lowest compared entry with this formula, charge and spin   76.56 kcal per mole
E_HOMO (spin up / spin down)   -5.2 / -5.2 eV
Orbital gap (spin up / spin down)   6.8419 / 6.8402 eV

Geometry (Å):
Ir -0.300 0.784 -0.335
N 1.338 0.695 -1.386
C 2.284 1.727 -1.032
C 3.512 1.381 -0.506
C 4.393 2.385 -0.134
C 4.021 3.713 -0.292
C 2.767 4.032 -0.793
C 1.857 3.045 -1.166
C 0.463 3.369 -1.593
C 0.256 4.524 -2.358
C -1.016 4.953 -2.679
C -2.109 4.221 -2.215
C -1.911 3.068 -1.482
C -0.632 2.580 -1.156
H 1.659 -0.268 -1.210
H 1.018 0.816 -2.349
H 3.769 0.336 -0.383
H 5.357 2.129 0.286
H 4.698 4.505 0.005
H 2.459 5.069 -0.860
H 1.116 5.087 -2.707
H -1.159 5.842 -3.281
H -3.117 4.550 -2.444
H -2.774 2.504 -1.144
C -1.519 -6.639 -2.624
C -1.769 -5.192 -2.297
C -2.827 -4.502 -2.846
C -3.096 -3.127 -2.501
C -2.260 -2.443 -1.711
C -1.008 -3.067 -1.171
C -0.920 -4.527 -1.403
S -2.532 -0.750 -1.359
O -2.405 -0.562 0.084
O -3.783 -0.381 -1.956
O -1.332 -0.058 -1.977
H -2.387 -7.090 -3.105
H -1.291 -7.213 -1.725
H -0.665 -6.740 -3.298
H -3.498 -5.005 -3.532
H -3.980 -2.633 -2.882
H -0.787 -2.704 -0.169
H -0.128 -5.074 -0.909
O -1.543 1.956 1.825
C -0.411 1.649 2.185
O 0.575 1.431 1.382
C -0.162 1.378 3.647
C 0.918 0.600 4.043
C 1.104 0.299 5.385
C 0.194 0.801 6.294
C -0.893 1.575 5.932
C -1.068 1.855 4.587
N 0.389 0.489 7.735
O 1.348 -0.190 8.043
O -0.422 0.930 8.524
H 1.592 0.225 3.284
H 1.929 -0.309 5.724
H -1.577 1.936 6.685
H -1.912 2.436 4.240
F -0.160 -2.753 -3.419
C 0.144 -2.855 -2.097
F 0.512 -1.203 0.268
C 1.558 -3.303 -1.938
F 1.888 -3.509 -0.666
F 1.856 -4.429 -2.623
F 2.380 -2.348 -2.446

Mulliken atomic charge list, values in e, 5 entries: 3.1213 -0.5160 0.4570 -0.7637 -0.6602



Record 3
Here is a structure of composition C28H21N2O8PtSe from the OMol25 dataset. Energies are from ωB97M-V/def2-TZVPD.

Values from the calculation:
Calculated total energy   -4311.847172 a.u.
Charge   -1
ΔE to the lowest compared entry with this formula, charge and spin   29.36 kcal per mole
E_HOMO   -5.3 eV
Orbital gap   7.0129 eV

Geometry (Å):
Pt 0.904 0.328 -0.012
O 5.441 3.277 -0.105
C 4.464 4.200 -0.050
C 4.848 5.542 -0.024
C 3.898 6.542 0.011
C 2.541 6.233 0.029
C 2.156 4.906 0.020
C 3.096 3.876 -0.016
C 2.606 2.477 -0.015
O 1.339 2.297 0.141
N 3.474 1.507 -0.171
N 2.834 0.272 -0.109
C 3.543 -0.797 -0.013
C 3.020 -2.135 0.082
C 3.960 -3.159 0.316
C 3.599 -4.478 0.394
C 2.249 -4.812 0.198
C 1.308 -3.844 -0.030
C 1.645 -2.468 -0.046
O 0.665 -1.627 -0.203
H 5.008 2.390 -0.148
H 5.906 5.766 -0.041
H 4.217 7.577 0.021
H 1.796 7.017 0.045
H 1.111 4.631 0.051
H 4.621 -0.662 -0.010
H 4.998 -2.874 0.446
H 4.336 -5.242 0.600
H 1.943 -5.851 0.228
H 0.266 -4.092 -0.182
O -5.022 -1.229 2.429
C -3.896 -0.885 2.170
C -3.355 -0.456 0.823
O -3.994 -0.425 -0.226
C -1.999 -0.075 1.051
C -1.523 -0.268 2.381
O -0.409 -0.068 2.854
C -2.728 -0.765 3.168
O -2.780 -0.968 4.357
O -1.255 0.457 0.011
C -7.534 3.430 0.747
C -6.087 3.098 0.507
C -5.627 2.779 -0.763
C -4.297 2.472 -1.001
C -3.884 2.080 -2.393
C -3.388 2.524 0.073
Se -1.549 2.334 -0.308
C -3.838 2.812 1.373
C -2.954 2.836 2.593
C -5.184 3.098 1.558
H -8.112 3.369 -0.175
H -7.637 4.440 1.147
H -7.975 2.745 1.472
H -6.327 2.749 -1.590
H -4.762 2.004 -3.033
H -3.370 1.119 -2.382
H -3.198 2.805 -2.833
H -1.906 2.692 2.350
H -3.257 2.051 3.289
H -3.059 3.791 3.113
H -5.534 3.325 2.560

Mulliken atomic charge list, values in e, 5 entries: 0.9374 -0.6864 0.4318 -0.6985 -0.2665



Record 4
Here is a structure of composition C28H22BrF4LiN2PS at a distorted geometry from the OMol25 dataset. Energies are from ωB97M-V/def2-TZVPD.

Values from the calculation:
Calculated total energy   -4910.169591 a.u.
Charge   -1
ΔE to the lowest compared entry with this formula, charge and spin   65.77 kcal per mole
E_HOMO   -2.8 eV
Orbital gap   4.8513 eV

Geometry (Å):
Li 0.415 -0.234 -2.116
C -0.042 -3.110 -1.960
N -0.741 -1.989 -2.504
C -1.108 -2.272 -3.879
C -1.819 -1.493 -1.648
C -2.194 -0.059 -1.953
C -3.226 0.233 -2.807
C -3.565 1.608 -2.906
C -2.738 2.644 -2.579
C -1.456 2.471 -1.902
C -1.376 1.011 -1.478
H -0.682 -4.037 -1.946
H 0.115 -2.899 -0.940
H 0.844 -3.394 -2.436
H -1.867 -3.065 -3.837
H -0.195 -2.600 -4.406
H -1.568 -1.304 -4.368
H -1.504 -1.647 -0.607
H -2.696 -2.150 -1.720
H -3.764 -0.575 -3.302
H -4.537 1.769 -3.448
H -3.057 3.735 -2.839
H -0.669 2.832 -2.462
F 6.363 -0.688 3.340
C 5.098 -0.569 2.889
C 4.054 -0.227 3.691
F 4.332 0.133 4.966
C 2.810 -0.075 3.133
F 1.838 0.329 3.990
C 2.526 -0.350 1.818
P 0.844 -0.419 1.105
C -0.242 -0.590 2.650
C -0.852 0.404 3.380
C -1.590 0.011 4.525
C -1.820 -1.342 4.835
C -1.266 -2.352 4.063
C -0.504 -1.976 2.982
C 0.531 1.191 0.432
C -0.965 1.370 -0.006
C -1.263 2.875 -0.391
C -0.137 3.844 -0.288
C 1.123 3.500 0.040
C 1.437 2.133 0.457
C 3.623 -0.783 1.020
Br 3.465 -0.832 -0.905
C 4.871 -0.752 1.517
F 5.927 -0.865 0.743
H -0.749 1.472 3.138
H -1.976 0.661 5.235
H -2.430 -1.553 5.730
H -1.393 -3.433 4.344
H -0.126 -2.727 2.227
H -1.484 0.941 0.832
H -2.246 3.189 -0.003
H -0.353 4.804 -0.724
H 1.919 4.202 -0.111
H 2.464 1.889 0.845
S 0.518 0.742 -5.737
C 1.293 0.385 -4.349
N 1.790 -0.019 -3.371

Mulliken atomic charge list, values in e, 5 entries: 0.9764 -1.0551 0.7920 -1.1887 -1.6267



Record 5
Here is a structure of composition C28H22BrN4O3Ru at a distorted geometry from the OMol25 dataset. Energies are from ωB97M-V/def2-TZVPD.

Values from the calculation:
Calculated total energy   -4193.361856 a.u.
Charge   +2
Multiplicity   2
E_HOMO (spin up / spin down)   -13.2 / -13.2 eV
Orbital gap (spin up / spin down)   5.7512 / 5.7104 eV

Geometry (Å):
Ru -0.114 0.258 -0.007
Br 4.518 -0.002 5.856
C 3.098 -0.012 4.610
C 1.771 -0.006 5.058
C 0.747 0.048 4.139
C 0.995 0.085 2.750
O 0.023 0.206 1.924
C 2.371 -0.020 2.284
C 2.723 -0.097 0.922
N 1.897 -0.056 -0.137
C 2.382 0.000 -1.406
C 3.740 0.005 -1.812
C 4.069 0.009 -3.151
C 3.096 0.002 -4.144
C 1.732 0.010 -3.798
C 0.680 -0.006 -4.734
C -0.628 0.008 -4.282
C -0.893 0.084 -2.925
N 0.091 0.116 -2.002
C 1.377 0.040 -2.423
C 3.388 -0.037 3.252
H 1.561 -0.044 6.115
H -0.282 0.068 4.468
H 3.784 -0.203 0.724
H 4.531 -0.020 -1.079
H 5.110 0.004 -3.432
H 3.378 -0.017 -5.185
H 0.908 -0.024 -5.786
H -1.449 -0.024 -4.979
H -1.912 0.126 -2.564
H 4.418 -0.077 2.932
O -6.419 -3.037 -0.618
C -5.392 -3.763 0.002
C -4.148 -2.926 0.037
C -2.876 -3.488 0.099
C -1.776 -2.645 0.110
N -1.884 -1.327 0.064
C -3.102 -0.757 0.019
C -4.253 -1.537 0.004
C -3.121 0.713 -0.015
C -4.273 1.490 -0.072
C -4.172 2.879 -0.090
C -5.396 3.734 -0.184
O -6.511 2.942 -0.472
C -2.900 3.455 -0.023
C -1.801 2.622 0.014
N -1.909 1.294 0.003
H -7.187 -3.604 -0.749
H -5.189 -4.708 -0.519
H -5.658 -4.007 1.045
H -2.739 -4.557 0.125
H -0.767 -3.041 0.140
H -5.236 -1.099 -0.046
H -5.257 1.050 -0.114
H -5.233 4.502 -0.956
H -5.514 4.262 0.777
H -7.287 3.500 -0.597
H -2.772 4.526 -0.011
H -0.785 3.021 0.038

Mulliken atomic charge list, values in e, 5 entries: 0.5996 -0.1261 -0.2388 -0.3538 -0.7958



Record 6
Here is a structure of composition C28H22Cl2N5O5S3Tb at a distorted geometry from the OMol25 dataset. Energies are from ωB97M-V/def2-TZVPD.

Values from the calculation:
Calculated total energy   -4669.684411 a.u.
Charge   -1
Multiplicity   8
E_HOMO (spin up / spin down)   -1.7 / -4.4 eV
Orbital gap (spin up / spin down)   4.0086 / 6.7063 eV

Geometry (Å):
Tb 0.776 0.509 0.779
O -1.138 0.053 0.015
N -1.273 0.136 -1.347
C -1.977 -0.880 -2.005
C -2.142 -0.818 -3.358
C -1.626 0.259 -4.103
C -0.926 1.292 -3.387
C -0.746 1.232 -2.034
S 0.147 2.423 -1.112
H -2.349 -1.667 -1.370
H -2.688 -1.620 -3.841
H -1.757 0.311 -5.176
H -0.501 2.148 -3.895
N 3.124 -2.091 -6.292
C 2.987 -2.026 -4.906
C 1.749 -1.710 -4.340
C 1.606 -1.645 -2.972
C 2.704 -1.916 -2.154
C 3.935 -2.239 -2.700
C 4.069 -2.313 -4.077
S 2.596 -1.466 -0.467
O 1.252 -1.796 0.013
O 3.715 -1.987 0.265
N 2.548 0.134 -0.551
C 3.451 0.990 0.027
S 5.171 1.009 -0.241
C 5.289 2.422 0.738
C 4.065 2.773 1.186
N 3.027 1.963 0.792
H 2.449 -1.547 -6.804
H 4.062 -1.952 -6.632
H 0.898 -1.484 -4.974
H 0.647 -1.380 -2.539
H 4.776 -2.431 -2.044
H 5.024 -2.583 -4.517
H 6.239 2.888 0.941
H 3.856 3.620 1.823
Cl -4.355 0.364 1.136
C -3.382 1.793 1.306
C -3.805 2.927 0.636
C -3.028 4.070 0.608
C -1.786 4.047 1.213
C -1.385 2.921 1.894
Cl 0.272 2.835 2.466
C -2.177 1.770 2.023
N -1.689 0.688 2.736
C -2.399 -0.308 3.441
C -3.616 -0.039 4.055
C -4.247 -1.014 4.811
C -3.647 -2.254 4.981
C -2.427 -2.513 4.371
C -1.789 -1.563 3.582
C -0.496 -1.900 2.869
C 0.736 -1.189 3.470
O 1.250 -1.623 4.477
O 1.112 -0.107 2.822
H -4.742 2.883 0.096
H -3.358 4.946 0.066
H -1.104 4.882 1.128
H -0.725 0.749 3.031
H -4.066 0.940 3.935
H -5.201 -0.797 5.275
H -4.129 -3.018 5.579
H -1.957 -3.483 4.493
H -0.590 -1.651 1.810
H -0.308 -2.969 2.948

Mulliken atomic charge list, values in e, 5 entries: -0.1815 0.1770 0.1505 -0.5993 -0.6680



Record 7
Here is a structure of composition C28H22CoN7O at a distorted geometry from the OMol25 dataset. Energies are from ωB97M-V/def2-TZVPD.

Values from the calculation:
Calculated total energy   -2921.169766 a.u.
Multiplicity   5
ΔE to the lowest compared entry with this formula, charge and spin   38.35 kcal per mole
E_HOMO (spin up / spin down)   -8.2 / -8.8 eV
Orbital gap (spin up / spin down)   7.0506 / 6.1618 eV

Geometry (Å):
Co -0.336 -1.058 -0.210
N 0.910 9.053 0.181
C 0.645 7.956 -0.083
C 0.296 6.518 -0.155
C -0.012 5.809 0.982
C -0.293 4.475 0.840
C -0.181 3.782 -0.394
C 0.136 4.541 -1.511
C 0.372 5.888 -1.437
C -0.304 2.292 -0.510
C 0.801 1.611 -0.786
C 2.155 2.239 -1.229
C 3.058 1.170 -1.598
C 2.478 0.001 -0.773
N 1.089 0.245 -0.603
C -1.569 1.755 -0.051
C -2.806 2.420 0.146
C -3.732 1.408 0.406
C -3.078 0.216 0.244
N -1.734 0.362 -0.045
H -0.001 6.282 1.975
H -0.500 3.882 1.745
H 0.117 4.034 -2.472
H 0.524 6.550 -2.327
H 2.157 3.258 -1.463
H 3.691 1.153 -2.448
H 2.690 -1.041 -1.049
H -3.002 3.486 0.136
H -4.815 1.348 0.499
H -3.487 -0.764 0.210
O 2.792 -1.780 1.540
N 3.722 -1.102 1.999
C 3.662 0.378 1.603
C 4.368 1.207 2.502
N 5.098 1.766 3.203
C 3.159 0.730 0.342
N 3.391 1.911 -0.318
C -2.999 -3.838 2.357
N -2.296 -4.420 1.228
C -2.949 -4.379 -0.072
C -1.010 -3.734 1.231
C -0.157 -3.938 -0.017
C 0.282 -5.239 -0.256
C 1.026 -5.447 -1.399
C 1.385 -4.451 -2.287
C 0.992 -3.148 -2.014
C 0.216 -2.872 -0.864
H -3.992 -4.291 2.456
H -3.167 -2.785 2.221
H -2.497 -4.014 3.308
H -3.984 -4.838 -0.040
H -2.348 -4.921 -0.834
H -3.012 -3.339 -0.476
H -0.444 -4.010 2.049
H -1.256 -2.633 1.321
H 0.052 -6.082 0.387
H 1.400 -6.440 -1.605
H 1.989 -4.808 -3.102
H 1.308 -2.350 -2.683

Mulliken atomic charge list, values in e, 5 entries: -0.3472 -0.4882 -0.1828 0.6634 -0.7357



Record 8
Here is a structure of composition C28H22CsN4OS4 from the OMol25 dataset. Energies are from ωB97M-V/def2-TZVPD.

Values from the calculation:
Calculated total energy   -2987.403388 a.u.
Charge   -1
ΔE to the lowest compared entry with this formula, charge and spin   1.12 kcal per mole
E_HOMO (spin up / spin down)   -4.0 / -2.0 eV
Orbital gap (spin up / spin down)   5.8435 / 3.8034 eV

Geometry (Å):
Cs 0.562 -1.610 -0.451
S 5.569 5.518 0.176
N 4.344 5.000 1.199
C 3.888 3.865 0.650
C 2.845 3.053 1.205
C 2.215 3.411 2.414
C 1.233 2.602 2.921
C 0.890 1.441 2.208
N 1.443 1.090 1.070
C 2.416 1.873 0.556
C 3.041 1.501 -0.708
N 2.603 0.404 -1.349
C 3.138 0.068 -2.499
C 4.170 0.803 -3.107
C 4.631 1.925 -2.473
C 4.068 2.313 -1.242
C 4.499 3.494 -0.561
N 5.457 4.327 -0.999
H 2.539 4.317 2.908
H 0.727 2.826 3.851
H 0.130 0.773 2.607
H 2.742 -0.818 -2.990
H 4.575 0.477 -4.056
H 5.419 2.540 -2.887
C 2.399 -6.407 1.771
C 1.586 -5.199 1.380
S 2.399 -3.783 1.024
C 0.172 -5.343 1.380
C -0.367 -6.721 1.673
S -0.922 -4.102 1.076
H 3.459 -6.189 1.666
H 2.164 -7.279 1.156
H 2.210 -6.694 2.810
H -0.017 -7.097 2.638
H -0.052 -7.448 0.918
H -1.455 -6.698 1.692
O -1.603 -0.712 -2.057
S -1.704 0.582 -1.301
C -3.020 1.511 -2.111
C -3.901 0.804 -2.922
C -4.914 1.493 -3.570
C -5.033 2.868 -3.407
C -4.140 3.558 -2.605
C -3.119 2.881 -1.953
C -2.568 0.146 0.203
C -2.605 1.046 1.258
C -3.219 0.656 2.437
C -3.749 -0.624 2.554
C -3.670 -1.521 1.500
C -3.078 -1.137 0.306
H -3.753 -0.261 -3.034
H -5.608 0.959 -4.205
H -5.822 3.404 -3.919
H -4.226 4.631 -2.492
H -2.407 3.418 -1.340
H -2.135 2.018 1.171
H -3.256 1.338 3.276
H -4.202 -0.933 3.487
H -4.036 -2.532 1.611
H -2.957 -1.825 -0.518

Mulliken atomic charge list, values in e, 5 entries: 1.4120 -0.1042 -0.8409 0.8267 0.7138